{
  "formula": "Cl2H2OP2",
  "method": "ωB97M-V with the def2-TZVPD basis set",
  "homo_energy_ha": [-0.386, -0.334],
  "lumo_ev": [-2.99, -3.71],
  "homo_lumo_gap_ha": [0.276, 0.198],
  "max_force_ev_per_a": 2.56,
  "total_energy_ev": -45700.8088,
  "e_above_lowest_kcal_mol": 77.69,
  "charge": 0,
  "elements": ["O", "P", "P", "Cl", "Cl", "H", "H"],
  "coordinates": [[-0.422, 0.542, 2.275], [-1.116, 0.529, -0.925], [-0.171, -0.171, 1.050], [-0.661, -2.141, 1.221], [2.641, -0.187, -0.884], [-0.059, -0.195, -1.609], [-0.212, 1.624, -1.129]],
  "forces_ev_per_a": [[0.0776, 0.9474, 1.1335], [1.4155, -0.2973, -0.1714], [0.3249, -0.9810, -2.3403], [0.3209, 0.5005, -0.2774], [-0.9210, -0.0307, 0.7641], [-0.7968, -0.1660, 0.3012], [-0.4212, 0.0270, 0.5904]],
  "nbo_charge": [-0.96, 0.08, 1.43, -0.23, -0.43, 0.07, 0.04]
}